The following is a quantum chemistry calculation of a structure of composition C35H37Ge2INOPPd in a non-equilibrium geometry, from the OMol25 dataset.

Values from the calculation:
expectation value of S²: 0.755
E_HOMO (alpha / beta): -0.387 / -0.398 Eh
gap between HOMO and LUMO (alpha / beta): 6.829 / 6.562 eV

Geometry as ORCA input:
```
! wB97M-V def2-TZVPD RIJCOSX def2/J DEFGRID3
* xyz 1 2
Pd -0.54 0.29 -1.55
O -3.64 -0.02 -1.00
N -2.60 0.83 -0.63
C -2.85 1.43 0.46
C -2.06 2.47 1.15
C -2.86 3.22 2.03
C -2.36 4.31 2.72
C -1.03 4.66 2.55
C -0.22 3.91 1.72
C -0.70 2.81 1.01
P 0.55 1.83 0.10
C 1.77 1.50 1.40
C 1.54 0.41 2.23
C 2.39 0.14 3.29
C 3.48 0.96 3.53
C 3.72 2.05 2.70
C 2.86 2.33 1.65
C 1.37 3.01 -1.01
C 0.81 4.22 -1.38
C 1.44 5.03 -2.31
C 2.64 4.62 -2.89
C 3.20 3.40 -2.53
C 2.56 2.59 -1.60
H -3.53 -0.12 -1.95
H -3.83 1.24 0.91
H -3.89 2.95 2.15
H -3.00 4.88 3.37
H -0.61 5.51 3.08
H 0.82 4.18 1.63
H 0.70 -0.24 2.04
H 2.20 -0.72 3.92
H 4.15 0.75 4.35
H 4.57 2.69 2.88
H 3.06 3.18 1.02
H -0.13 4.55 -0.95
H 1.00 5.97 -2.60
H 3.13 5.25 -3.61
H 4.13 3.07 -2.98
H 3.01 1.64 -1.33
C -1.56 -4.22 1.99
Ge -2.03 -2.38 1.47
C -1.58 -1.12 2.89
C -3.95 -2.36 1.18
Ge -0.62 -1.95 -0.54
C -1.09 -3.04 -2.07
C -2.16 -3.91 -1.97
C -2.49 -4.76 -3.02
C -1.74 -4.73 -4.19
C -0.66 -3.86 -4.30
C -0.34 -3.02 -3.24
C 1.30 -2.02 -0.20
C 2.23 -1.46 -1.07
C 3.58 -1.49 -0.78
C 4.03 -2.12 0.37
C 3.12 -2.70 1.23
C 1.77 -2.64 0.95
H -2.21 -4.49 2.82
H -0.53 -4.34 2.33
H -1.73 -4.93 1.18
H -2.29 -1.24 3.71
H -1.64 -0.08 2.55
H -0.58 -1.28 3.28
H -4.41 -2.68 2.12
H -4.27 -3.05 0.40
H -4.32 -1.37 0.92
H -2.77 -3.95 -1.07
H -3.33 -5.44 -2.93
H -2.00 -5.38 -5.01
H -0.08 -3.84 -5.21
H 0.52 -2.36 -3.34
H 1.90 -0.97 -2.00
H 4.29 -1.04 -1.47
H 5.09 -2.15 0.59
H 3.46 -3.19 2.13
H 1.08 -3.08 1.66
I -1.89 2.15 -3.55
C -1.16 0.17 -3.48
H -0.26 0.11 -4.09
H -1.92 -0.55 -3.78
*
```

The following is a quantum chemistry calculation of a structure of composition C35H38BrCl3N3O2PtSi2 in a non-equilibrium geometry, from the OMol25 dataset.

Values from the calculation:
expectation value of S²: 6.027
E_HOMO (alpha / beta): -0.310 / -0.371 Eh
gap between HOMO and LUMO (alpha / beta): 5.422 / 5.156 eV

Geometry as ORCA input:
```
! wB97M-V def2-TZVPD RIJCOSX def2/J DEFGRID3
* xyz 1 5
Pt -0.01 0.15 0.37
O 1.45 0.93 -4.82
C 2.53 1.65 -4.44
C 2.93 2.66 -5.31
C 4.06 3.42 -5.06
C 4.81 3.18 -3.92
C 4.41 2.20 -3.04
C 3.26 1.44 -3.26
C 2.92 0.39 -2.25
O 1.66 -0.31 -2.44
N 2.85 1.01 -0.86
N 2.32 0.33 0.20
C 2.71 0.49 1.42
C 2.24 -0.22 2.66
Br 1.07 -1.82 2.62
C 2.58 0.33 3.84
C 2.15 0.07 5.21
C 2.07 1.19 6.05
C 1.51 1.10 7.31
C 1.05 -0.13 7.77
C 1.19 -1.26 6.98
C 1.74 -1.17 5.71
H 1.32 0.20 -4.20
H 2.33 2.82 -6.20
H 4.36 4.18 -5.76
H 5.71 3.75 -3.72
H 5.02 2.00 -2.16
H 3.70 -0.37 -2.25
H 3.66 1.58 -0.64
H 3.52 1.20 1.62
H 3.16 1.24 3.73
H 2.42 2.15 5.68
H 1.43 1.98 7.93
H 0.60 -0.20 8.75
H 0.88 -2.23 7.36
H 1.89 -2.07 5.14
C -0.81 1.43 -1.20
Si -2.54 0.79 -0.79
C -2.82 -1.20 -1.54
N -1.56 -1.92 -1.71
C -0.93 -3.03 -2.77
C -0.83 -4.57 -2.31
C 0.54 -5.17 -1.48
C 0.67 -4.10 -0.49
C -0.74 -2.03 -0.72
C -2.46 0.82 1.15
C -1.33 1.41 1.81
C -1.07 1.07 3.15
C -1.86 0.16 3.82
C -3.00 -0.36 3.20
C -3.30 -0.02 1.89
C -4.14 1.54 -1.38
C -5.00 2.17 -0.49
C -6.13 2.85 -0.94
C -6.40 2.90 -2.30
C -5.56 2.27 -3.20
C -4.44 1.59 -2.75
H -0.62 2.47 -0.97
H -0.43 1.17 -2.19
H -3.30 -1.17 -2.52
H -3.47 -1.67 -0.80
H 0.17 -2.76 -2.89
H -1.46 -2.92 -3.71
H -0.95 -5.14 -3.24
H -1.67 -4.77 -1.65
H 1.40 -5.18 -2.16
H 0.34 -6.15 -1.07
H 1.93 -2.64 0.30
H 0.54 -2.42 0.96
H 0.89 -1.27 0.05
H -1.28 -1.34 0.66
H -0.91 2.34 1.44
H -0.24 1.55 3.66
H -1.61 -0.14 4.83
H -3.63 -1.05 3.73
H -4.16 -0.46 1.41
H -4.79 2.15 0.58
H -6.78 3.34 -0.24
H -7.28 3.42 -2.65
H -5.78 2.30 -4.26
H -3.79 1.10 -3.47
Cl 2.71 -2.68 -3.63
Si 1.91 -1.85 -1.88
Cl 3.74 -2.19 -0.80
Cl 0.72 -2.51 -0.43
*
```

The following is a quantum chemistry calculation of a structure of composition C35H38BrCsN9O3 in a non-equilibrium geometry, from the OMol25 dataset.

Values from the calculation:
energy relative to the best compared isomer or geometry (same formula, charge and spin): 0.00 kJ/mol
E_HOMO: -0.130 Eh
gap between HOMO and LUMO: 5.315 eV

Geometry as ORCA input:
```
! wB97M-V def2-TZVPD RIJCOSX def2/J DEFGRID3
* xyz -1 1
Cs -0.68 2.03 -0.74
C 1.48 -0.58 -2.77
C 1.11 0.53 -3.67
C -0.33 0.23 -4.21
N -1.12 -0.09 -3.07
C -1.91 -1.11 -3.05
C -2.13 -2.09 -4.12
C -3.16 -2.92 -4.34
C -4.06 -3.55 -3.43
C -4.10 -3.42 -2.09
C -3.35 -2.53 -1.32
C -2.54 -1.37 -1.65
N -2.17 -0.54 -0.80
C -2.64 -0.66 0.51
C -1.75 -1.59 1.35
C -0.19 -1.33 1.29
N 0.38 -1.85 0.13
C 0.80 -3.04 0.00
C 0.72 -4.13 1.02
C -0.21 -5.02 0.82
C -1.13 -5.19 -0.26
C -0.74 -4.83 -1.55
C 0.53 -4.39 -1.96
C 1.33 -3.52 -1.28
N 2.63 -3.11 -1.67
C 3.09 -1.78 -1.27
C 2.92 -0.73 -2.31
H 1.15 -1.47 -3.26
H 0.93 -0.54 -1.82
H 1.71 0.62 -4.60
H 1.17 1.40 -3.05
H -0.02 -0.58 -4.92
H -0.72 1.12 -4.85
H -1.59 -1.92 -4.93
H -3.33 -3.38 -5.45
H -4.79 -4.18 -3.90
H -4.80 -3.96 -1.56
H -3.54 -2.58 -0.14
H -3.72 -1.06 0.57
H -2.79 0.31 1.08
H -1.85 -2.66 1.20
H -1.99 -1.34 2.39
H 0.22 -1.82 2.17
H 0.01 -0.27 1.26
H 1.21 -4.21 1.94
H -0.51 -5.68 1.64
H -2.07 -5.64 -0.03
H -1.46 -5.00 -2.31
H 0.88 -4.71 -2.93
H 4.18 -1.84 -1.10
H 2.68 -1.38 -0.31
H 3.64 -1.03 -3.10
H 3.29 0.22 -1.89
Br 5.50 6.60 3.93
C 3.71 6.03 3.53
C 3.45 5.73 2.21
C 2.24 5.35 1.71
C 1.28 5.14 2.68
C 1.57 5.43 4.06
C 2.76 5.85 4.47
N 0.03 4.75 2.29
C -0.53 3.74 2.86
C -1.86 3.23 2.59
C -2.20 1.99 3.10
C -3.51 1.62 3.09
C -4.46 2.40 2.49
C -4.02 3.53 1.84
N -2.75 3.94 1.86
H 4.29 5.81 1.53
H 2.14 5.17 0.69
H 0.73 5.23 4.75
H 2.88 5.99 5.56
H 0.01 3.05 3.52
H -1.46 1.40 3.57
H -3.88 0.72 3.57
H -5.48 2.20 2.62
H -4.64 4.23 1.28
N 4.33 2.67 1.72
N 3.03 2.18 2.17
C 2.10 2.01 1.13
O 1.02 1.59 1.61
O 2.40 2.40 -0.03
H 4.83 1.91 1.25
H 4.78 2.78 2.60
H 3.01 1.37 2.73
O 4.59 -3.78 -2.40
N 3.45 -4.11 -2.23
*
```

The following is a quantum chemistry calculation of a structure of composition C35H38Cl3NO2SeTcTe, from the OMol25 dataset.

Values from the calculation:
energy relative to the best compared isomer or geometry (same formula, charge and spin): 0.00 kJ/mol
E_HOMO: -0.381 Eh
gap between HOMO and LUMO: 7.106 eV

Geometry as ORCA input:
```
! wB97M-V def2-TZVPD RIJCOSX def2/J DEFGRID3
* xyz 1 1
Tc 1.89 -1.35 0.07
Cl 7.11 -3.21 5.03
C 5.76 -2.69 4.08
C 5.52 -3.30 2.86
C 4.44 -2.88 2.10
Cl 4.13 -3.65 0.59
C 3.59 -1.86 2.54
O 2.50 -1.43 1.87
C 3.86 -1.29 3.78
Cl 2.82 -0.04 4.38
C 4.94 -1.69 4.55
H 6.15 -4.09 2.49
H 5.13 -1.22 5.51
C 4.20 0.90 -2.27
C 3.30 -0.01 -1.51
O 3.58 -1.20 -1.27
N 2.10 0.33 -0.95
Te 1.37 2.17 -0.73
C 0.27 1.65 0.97
C 0.83 2.10 2.18
C 2.15 2.82 2.27
C 0.13 1.82 3.34
C -1.07 1.12 3.33
C -1.78 0.79 4.61
C -1.58 0.70 2.11
C -0.94 0.95 0.90
C -1.58 0.43 -0.35
C -0.13 2.44 -2.19
C -0.30 1.65 -3.33
C 0.59 0.50 -3.72
C -1.37 1.96 -4.16
C -2.25 3.00 -3.89
C -3.39 3.31 -4.83
C -2.04 3.77 -2.76
C -0.98 3.51 -1.89
C -0.84 4.37 -0.66
H 4.96 0.31 -2.78
H 4.68 1.59 -1.58
H 3.65 1.49 -3.01
H 2.96 2.24 1.82
H 2.42 2.97 3.31
H 2.11 3.80 1.79
H 0.54 2.15 4.29
H -1.49 1.46 5.42
H -1.54 -0.23 4.91
H -2.86 0.85 4.49
H -2.51 0.13 2.09
H -2.21 -0.42 -0.11
H -0.86 0.10 -1.09
H -2.21 1.20 -0.82
H 0.55 -0.32 -3.00
H 0.29 0.11 -4.69
H 1.64 0.81 -3.81
H -1.51 1.36 -5.06
H -3.61 2.46 -5.48
H -3.13 4.16 -5.46
H -4.29 3.56 -4.27
H -2.71 4.59 -2.53
H -1.30 5.34 -0.83
H 0.20 4.58 -0.39
H -1.32 3.92 0.21
C -5.24 -2.63 0.28
C -3.78 -2.70 -0.08
C -3.36 -2.81 -1.39
C -2.01 -2.90 -1.74
C -1.68 -3.02 -3.20
C -1.05 -2.86 -0.72
Se 0.82 -2.99 -1.19
C -1.45 -2.76 0.62
C -0.47 -2.71 1.77
C -2.80 -2.67 0.91
H -5.86 -2.54 -0.61
H -5.45 -1.79 0.93
H -5.55 -3.54 0.80
H -4.10 -2.85 -2.19
H -2.13 -3.92 -3.62
H -0.61 -3.06 -3.40
H -2.09 -2.17 -3.76
H -0.06 -1.71 1.91
H 0.36 -3.40 1.63
H -0.97 -2.98 2.70
H -3.11 -2.59 1.95
*
```